# 1
Molecular formula: C5H12O2
Method: DFT, the ωB97M-V functional and the def2-TZVPD basis

Geometry as XYZ:
```
19
Properties=species:S:1:pos:R:3:mulliken_charge:R:1
C 2.667 -0.473 0.556 -1.22
C 1.576 0.049 -0.373 -0.54
C 0.176 -0.403 0.043 0.19
O -0.030 -0.071 1.404 -0.59
C -0.875 0.202 -0.902 -0.69
C -2.301 0.170 -0.379 -0.55
O -2.382 1.110 0.694 -0.57
H 3.652 -0.105 0.250 0.37
H 2.473 -0.142 1.580 0.28
H 2.700 -1.569 0.556 0.30
H 1.764 -0.268 -1.408 0.28
H 1.586 1.148 -0.366 0.31
H 0.122 -1.503 -0.044 0.20
H -0.846 0.449 1.473 0.46
H -0.838 -0.337 -1.856 0.42
H -0.627 1.250 -1.115 0.35
H -2.568 -0.839 -0.033 0.30
H -3.001 0.456 -1.177 0.37
H -3.235 1.011 1.134 0.31
```

Summary:
Frontier orbital gap, eV: 10.517
2S+1: 1
Charge: 0
Energy relative to the best compared isomer or geometry (same formula, charge and spin), kJ/mol: 68.4
LUMO level, eV: 0.76
Total energy, Ha: -348.17877
SMILES string: CC[C@@H](O)CCO

---

# 2
Molecular formula: C10H17F18MgN3OP3
Method: DFT, the ωB97M-V functional and the def2-TZVPD basis

Geometry as XYZ:
```
53
Properties=species:S:1:pos:R:3:mulliken_charge:R:1
Mg 20.240 12.282 -15.144 1.27
P 17.109 10.942 -14.958 1.43
F 16.819 10.375 -13.444 -0.37
F 18.689 11.260 -14.497 -0.79
F 17.525 9.469 -15.545 -0.37
F 17.375 11.606 -16.428 -0.40
F 15.550 10.588 -15.431 -0.37
F 16.682 12.389 -14.350 -0.41
P 20.462 12.475 -18.578 1.41
F 19.968 12.238 -17.051 -0.38
F 19.924 10.948 -19.057 -0.36
F 18.986 13.276 -18.898 -0.41
F 21.071 12.616 -20.121 -0.33
F 21.044 13.983 -18.270 -0.32
F 21.790 11.771 -17.973 -0.36
P 20.889 12.865 -11.933 1.32
F 20.933 11.986 -13.366 -0.35
F 20.863 14.147 -12.942 -0.40
F 19.165 12.810 -12.067 -0.37
F 20.865 13.854 -10.613 -0.33
F 20.850 11.428 -11.191 -0.38
F 22.503 12.926 -12.045 -0.38
C 17.887 15.208 -17.155 -1.16
C 18.573 14.558 -16.059 0.87
N 19.121 14.010 -15.155 -0.49
H 17.521 14.416 -17.809 0.27
H 18.491 15.958 -17.666 0.36
H 16.980 15.740 -16.867 0.37
C 17.416 10.536 -10.021 -0.58
C 16.372 11.520 -10.418 0.42
N 15.505 12.253 -10.736 -0.44
H 17.890 10.736 -9.060 0.31
H 18.138 10.435 -10.831 0.04
H 16.954 9.550 -10.070 0.29
C 14.372 14.022 -15.448 -0.66
C 14.134 13.512 -14.122 0.43
N 13.943 13.216 -13.012 -0.43
H 14.589 13.253 -16.190 0.25
H 15.053 14.873 -15.445 0.05
H 13.425 14.358 -15.870 0.39
C 22.602 8.793 -14.690 -0.70
C 21.756 8.240 -15.795 -0.73
C 20.608 9.313 -15.724 -0.36
O 21.264 10.496 -15.378 0.37
C 22.612 10.205 -14.972 -0.56
H 23.588 8.345 -14.812 0.37
H 22.225 8.505 -13.709 0.31
H 21.250 7.277 -15.720 0.39
H 22.301 8.305 -16.736 0.27
H 19.903 9.087 -14.924 0.18
H 20.082 9.459 -16.667 0.24
H 23.084 10.673 -14.109 0.25
H 23.167 10.323 -15.903 0.35
```

Summary:
Frontier orbital gap, eV: 10.618
2S+1: 1
Charge: -1
LUMO level, eV: 2.40
Total energy, Ha: -3653.31965

---

# 3
Molecular formula: C49H45IN2OPRhSSb
Method: DFT, the ωB97M-V functional and the def2-TZVPD basis

Geometry as XYZ:
```
102
Properties=species:S:1:pos:R:3:mulliken_charge:R:1
Rh 1.987 -0.658 -0.710 -0.60
N 2.416 1.883 -2.177 0.16
P 3.391 0.933 -1.171 2.51
C 4.803 0.433 -2.171 0.17
C 4.665 0.287 -3.550 -0.34
C 5.736 -0.155 -4.309 -0.74
C 6.942 -0.462 -3.692 -0.52
C 7.081 -0.323 -2.318 -0.75
C 6.015 0.125 -1.555 -0.53
C 4.082 2.031 0.070 0.48
C 3.803 1.910 1.428 -0.37
C 4.349 2.820 2.323 -0.90
C 5.162 3.845 1.868 -0.47
C 5.455 3.960 0.515 -0.81
C 4.932 3.047 -0.383 -0.38
C 1.303 1.321 -2.759 0.05
C 0.578 1.935 -3.778 -1.27
C -0.504 1.268 -4.311 -0.65
C -0.843 0.005 -3.835 -0.94
C -0.089 -0.531 -2.823 -0.69
N 0.961 0.117 -2.289 0.84
H 2.689 2.813 -2.454 0.30
H 3.723 0.517 -4.034 0.35
H 5.631 -0.260 -5.380 0.44
H 7.778 -0.807 -4.285 0.42
H 8.023 -0.559 -1.841 0.43
H 6.127 0.243 -0.484 0.52
H 3.154 1.126 1.781 0.25
H 4.133 2.727 3.379 0.47
H 5.580 4.555 2.569 0.41
H 6.100 4.753 0.163 0.43
H 5.194 3.121 -1.432 0.41
H 0.873 2.911 -4.136 0.54
H -1.085 1.728 -5.099 0.47
H -1.693 -0.540 -4.215 0.67
H -0.312 -1.497 -2.391 0.36
C -2.307 6.673 6.625 -1.14
C -1.756 5.712 5.610 0.79
O -0.686 5.813 5.083 -0.51
S -2.900 4.358 5.261 -0.21
C -1.926 3.416 4.120 0.04
C -1.687 3.909 2.840 -0.67
C -0.927 3.177 1.948 -0.21
C -0.409 1.932 2.319 0.32
C -0.656 1.444 3.603 -0.30
C -1.406 2.186 4.499 -0.74
C 0.362 1.169 1.383 0.47
C 1.026 0.518 0.599 -0.40
H -1.667 7.550 6.672 0.31
H -2.327 6.188 7.602 0.31
H -3.327 6.959 6.370 0.33
H -2.089 4.871 2.552 0.44
H -0.729 3.557 0.955 0.51
H -0.254 0.483 3.893 0.56
H -1.587 1.815 5.499 0.45
C -2.734 -5.059 1.327 -0.91
C -3.991 -4.233 1.225 0.99
C -5.215 -4.883 1.391 -0.55
C -6.420 -4.203 1.344 -0.75
C -6.424 -2.833 1.140 -0.72
C -5.217 -2.177 0.967 -0.75
C -3.995 -2.854 0.990 0.20
Sb -2.356 -1.470 0.738 1.17
C -3.157 -0.745 -1.134 0.10
C -3.877 -1.604 -1.967 -0.11
C -4.494 -1.147 -3.123 -1.02
C -4.425 0.201 -3.441 -0.82
C -3.730 1.067 -2.612 -0.49
C -3.082 0.615 -1.464 0.47
C -2.330 1.603 -0.613 -0.91
C -0.885 -2.845 -0.087 0.92
C -1.076 -3.438 -1.337 -0.61
C -0.295 -4.500 -1.769 -0.54
C 0.691 -5.004 -0.934 -1.18
C 0.905 -4.415 0.302 -0.41
C 0.146 -3.328 0.737 0.39
C 0.400 -2.758 2.109 -1.49
H -2.974 -6.063 1.671 0.46
H -2.031 -4.627 2.040 0.05
H -2.222 -5.146 0.368 0.12
H -5.215 -5.952 1.567 0.36
H -7.350 -4.741 1.479 0.37
H -7.354 -2.280 1.114 0.45
H -5.235 -1.104 0.798 0.36
H -3.988 -2.647 -1.693 0.52
H -5.048 -1.832 -3.751 0.46
H -4.926 0.581 -4.323 0.41
H -3.692 2.124 -2.853 0.44
H -2.431 2.612 -1.014 0.47
H -1.266 1.358 -0.560 -0.35
H -2.698 1.612 0.415 0.44
H -1.878 -3.090 -1.976 0.22
H -0.479 -4.950 -2.737 0.44
H 1.284 -5.857 -1.237 0.40
H 1.667 -4.818 0.959 0.48
H 1.237 -3.264 2.590 0.44
H -0.471 -2.877 2.756 0.37
H 0.623 -1.690 2.055 -0.12
I 3.820 -2.302 0.356 -0.11
C 3.017 -2.192 -1.630 -0.82
H 3.841 -2.097 -2.330 0.55
H 2.442 -3.103 -1.800 0.48
```

Summary:
Frontier orbital gap, eV: 6.361
2S+1: 1
Charge: +1
Energy relative to the best compared isomer or geometry (same formula, charge and spin), kJ/mol: 0.0
LUMO level, eV: -3.70
Total energy, Ha: -3466.76617